<one>
Here is a single C3H4S3 molecule from the OMol25 dataset. Energies are from ωB97M-V with the def2-TZVPD basis set.

Highest occupied orbital energy, eV: -9.0163
SMILES: S=CCSC=S

The geometry in ORCA input format:
```
! RIJCOSX wB97M-V def2-TZVPD def2/J DEFGRID3
* xyz 0 1
S 3.20 -0.33 -0.41
C 1.82 -0.53 0.49
C 0.86 0.70 0.82
S -0.60 0.85 -0.31
C -1.67 -0.27 0.40
S -3.14 -0.46 -0.20
H 1.52 -1.61 0.95
H 0.59 0.66 1.92
H 1.58 1.62 0.42
H -1.08 -0.97 1.12
*
```

=====

<two>
Here is a single C3H4S3 molecule from the OMol25 dataset. Energies are from ωB97M-V with the def2-TZVPD basis set.

Highest occupied orbital energy, eV: -9.1961
SMILES: CSC(=S)C=S

The geometry in ORCA input format:
```
! RIJCOSX wB97M-V def2-TZVPD def2/J DEFGRID3
* xyz 0 1
C 2.38 -1.10 -0.06
S 0.70 -1.24 0.06
C 0.07 0.45 0.01
S 0.93 1.82 0.01
C -1.39 0.72 0.00
S -2.49 -0.52 -0.02
H 2.52 -0.35 -0.92
H 3.03 -0.88 0.98
H 3.13 -2.09 -0.49
H -1.31 1.83 -0.11
*
```

=====

Winner for stability: <one>

=====

<one>
Here is 7 unconnected molecules or ions with the total composition H14O7 from the OMol25 dataset. Energies are from ωB97M-V with the def2-TZVPD basis set.

Highest occupied orbital energy, eV: -10.0793
SMILES: O.O.O.O.O.O.O

The geometry in ORCA input format:
```
! RIJCOSX wB97M-V def2-TZVPD def2/J DEFGRID3
* xyz 0 1
O -20.45 -6.97 -19.37
H -20.15 -7.20 -20.25
H -21.40 -6.90 -19.46
O -17.91 -8.87 -19.72
H -17.02 -8.66 -19.99
H -18.47 -8.38 -20.32
O -18.54 -5.54 -19.12
H -19.35 -6.00 -19.34
H -18.23 -5.97 -18.32
O -19.42 -6.88 -21.41
H -19.95 -6.09 -21.54
H -18.72 -6.81 -22.06
O -22.79 -7.28 -20.79
H -23.11 -6.43 -21.07
H -23.54 -7.69 -20.36
O -22.84 -6.42 -17.01
H -22.58 -6.91 -17.79
H -22.01 -6.23 -16.57
O -19.67 -8.37 -17.50
H -18.85 -7.88 -17.51
H -20.13 -8.08 -18.29
*
```

=====

<two>
Here is a molecular structure, H14O7 from the OMol25 dataset. Energies are from ωB97M-V with the def2-TZVPD basis set.

Highest occupied orbital energy, eV: -8.9832

The geometry in ORCA input format:
```
! RIJCOSX wB97M-V def2-TZVPD def2/J DEFGRID3
* xyz 0 1
O -1.66 0.27 0.67
H -2.30 0.95 0.46
H -2.03 -0.53 0.31
O 1.38 0.72 -2.66
H 2.02 0.26 -3.20
H 0.91 0.02 -2.20
O -1.73 -1.22 2.54
H -1.42 -0.37 2.85
H -1.69 -1.14 1.58
O 2.14 1.27 -0.15
H 1.19 1.16 -0.19
H 2.47 0.40 0.06
O 0.69 -1.18 -2.02
H 1.52 -1.61 -1.82
H 0.02 -1.75 -1.63
O 0.34 0.12 -0.03
H 0.02 -0.22 -0.86
H -0.44 0.12 0.54
O -0.53 0.74 2.27
H -0.77 0.41 1.40
H -0.11 1.58 2.10
*
```

=====

Winner for stability: <one>

=====

<one>
Here is 7 unconnected molecules or ions with the total composition H14O7 from the OMol25 dataset. Energies are from ωB97M-V with the def2-TZVPD basis set.

Highest occupied orbital energy, eV: -11.3107
SMILES: O.O.O.O.O.O.O

The geometry in ORCA input format:
```
! RIJCOSX wB97M-V def2-TZVPD def2/J DEFGRID3
* xyz 0 1
O -0.97 0.67 -1.04
H -0.40 1.41 -1.15
H -1.20 0.57 -0.17
O -2.35 -1.12 3.92
H -1.62 -0.44 3.90
H -3.00 -0.91 4.56
O -0.66 -2.61 -2.03
H -0.49 -3.10 -2.81
H 0.26 -2.72 -1.67
O 0.11 5.18 -0.98
H -0.53 4.66 -1.48
H 0.57 4.47 -0.63
O 1.48 0.49 -2.52
H 2.10 -0.01 -3.10
H 1.86 0.36 -1.67
O -0.68 0.14 2.27
H -0.66 -0.76 2.66
H -0.95 -0.05 1.45
O 2.15 -1.84 0.29
H 2.50 -2.44 0.87
H 2.44 -1.95 -0.65
*
```

=====

<two>
Here is 7 unconnected molecules or ions with the total composition H14O7 from the OMol25 dataset. Energies are from ωB97M-V with the def2-TZVPD basis set.

Highest occupied orbital energy, eV: -9.7762
SMILES: O.O.O.O.O.O.O

The geometry in ORCA input format:
```
! RIJCOSX wB97M-V def2-TZVPD def2/J DEFGRID3
* xyz 0 1
O -0.65 0.20 0.01
H -0.84 0.00 0.85
H 0.06 0.85 0.05
O 1.54 0.57 -0.75
H 1.69 -0.25 -1.15
H 1.70 1.37 -1.27
O 3.42 3.39 -0.01
H 3.66 2.51 -0.25
H 2.91 3.82 -0.79
O -0.19 -1.96 0.05
H 0.49 -2.59 0.33
H -0.75 -2.57 -0.51
O 2.77 -2.96 -0.24
H 3.54 -3.11 -0.72
H 2.40 -2.27 -0.84
O -1.67 0.19 3.15
H -0.93 0.47 2.67
H -2.32 0.97 2.98
O -5.62 0.76 -1.49
H -6.31 0.31 -1.06
H -4.90 0.30 -1.01
*
```

=====

Winner for stability: <one>

=====

<one>
Here is a molecular structure, H14O7 from the OMol25 dataset. Energies are from ωB97M-V with the def2-TZVPD basis set.

Highest occupied orbital energy, eV: -9.6766

The geometry in ORCA input format:
```
! RIJCOSX wB97M-V def2-TZVPD def2/J DEFGRID3
* xyz 0 1
O 1.07 1.79 0.28
H 1.68 2.45 0.60
H 0.53 1.57 1.04
O 0.52 -3.05 -0.32
H -0.09 -3.63 0.12
H 0.61 -2.30 0.26
O 0.56 -0.15 -0.74
H 0.52 -0.66 0.08
H 0.79 0.73 -0.46
O -1.38 -0.25 1.20
H -1.59 -0.37 0.28
H -2.18 -0.50 1.67
O -1.36 0.87 -0.97
H -1.83 0.71 -1.79
H -0.52 0.43 -1.08
O 0.28 -1.83 1.28
H -0.53 -1.37 1.06
H 0.04 -2.40 2.01
O 1.14 2.84 -1.82
H 1.56 2.38 -1.08
H 0.20 2.75 -1.64
*
```

=====

<two>
Here is 7 unconnected molecules or ions with the total composition H14O7 from the OMol25 dataset. Energies are from ωB97M-V with the def2-TZVPD basis set.

Highest occupied orbital energy, eV: -10.1248
SMILES: O.O.O.O.O.O.O

The geometry in ORCA input format:
```
! RIJCOSX wB97M-V def2-TZVPD def2/J DEFGRID3
* xyz 0 1
O -0.26 1.30 1.59
H 0.47 1.64 1.14
H -0.32 0.43 1.16
O 1.17 -0.12 3.26
H 0.67 0.56 2.82
H 1.54 -0.62 2.56
O -1.90 -1.06 -2.08
H -2.63 -1.47 -2.57
H -1.13 -1.30 -2.66
O 0.88 0.61 -1.83
H 0.98 -0.26 -2.20
H -0.03 0.69 -1.51
O -1.53 1.85 -0.81
H -1.39 1.46 0.07
H -2.31 1.59 -1.31
O -0.73 -0.98 0.36
H -1.20 -0.99 -0.46
H 0.10 -1.39 0.22
O 2.23 -0.76 0.94
H 2.94 -0.13 1.21
H 2.44 -1.05 0.09
*
```

=====

<three>
Here is 7 unconnected molecules or ions with the total composition H14O7 from the OMol25 dataset. Energies are from ωB97M-V with the def2-TZVPD basis set.

Highest occupied orbital energy, eV: -11.4511
SMILES: O.O.O.O.O.O.O

The geometry in ORCA input format:
```
! RIJCOSX wB97M-V def2-TZVPD def2/J DEFGRID3
* xyz 0 1
O 2.23 -0.37 -0.57
H 2.44 -0.05 0.32
H 1.34 -0.04 -0.73
O 1.36 2.09 -3.01
H 0.48 2.18 -2.63
H 1.95 2.24 -2.26
O -2.12 -2.19 1.98
H -2.28 -1.41 1.44
H -2.42 -1.93 2.86
O -1.08 4.18 1.00
H -1.87 4.38 1.51
H -0.87 3.27 1.24
O 0.16 -3.11 -0.75
H 0.00 -3.40 -1.65
H 0.98 -2.61 -0.81
O -2.52 0.99 -2.49
H -1.97 1.77 -2.38
H -2.84 0.80 -1.60
O 2.68 -2.22 3.03
H 1.83 -2.48 3.40
H 2.51 -2.11 2.09
*
```

=====

<four>
Here is a molecular structure, H14O7 from the OMol25 dataset. Energies are from ωB97M-V with the def2-TZVPD basis set.

Highest occupied orbital energy, eV: -10.3697

The geometry in ORCA input format:
```
! RIJCOSX wB97M-V def2-TZVPD def2/J DEFGRID3
* xyz 0 1
H -0.76 -2.07 3.85
H 0.18 -2.62 1.69
H 1.41 -1.88 0.52
H 2.35 -2.57 1.75
H -1.62 -0.93 1.64
H -1.18 -0.83 0.15
H -0.76 3.78 -2.70
H -0.23 2.16 -1.17
H -0.33 -0.12 -2.92
H 0.96 1.48 -3.03
H 0.61 0.30 0.50
H 1.18 0.19 -1.14
H -1.13 2.69 1.43
H -1.02 1.20 0.54
O -0.37 -1.70 2.38
O 1.56 -2.82 1.07
O -1.72 -0.42 0.80
O -0.38 2.20 -2.25
O 0.92 0.38 -3.23
O 0.74 -0.45 -0.39
O -0.39 2.02 0.54
*
```

=====

Winner for stability: <two>